This record from OMol25 describes an isolated molecule of C22H24FN3O4S. The level of theory is ωB97M-V/def2-TZVPD.

Output
SMILES string ... O=C(Nc1ccc(S(=O)(=O)N2CCCCC2)cc1)[C@@H]1CC(=O)N(c2ccc(F)cc2)C1
HOMO ... -8.63 eV
E_LUMO ... 0.165 eV
E_tot ... -49417.736 eV
Strongest force on any atom ... 1.04 eV/A
Orbital gap ... 8.8 eV
2S+1 ... 1

XYZ file:
```
55
Properties=species:S:1:pos:R:3:mulliken_charge:R:1
O 0.5671 2.1664 0.2326 -0.660
C -0.4673 1.6755 -0.1508 0.140
N -0.6056 0.3972 -0.6047 -0.093
C 0.3640 -0.6045 -0.7149 0.895
C 1.6998 -0.4042 -0.3681 -0.565
C 2.6022 -1.4436 -0.4987 -0.739
C 2.1803 -2.6716 -0.9704 -0.363
C 0.8594 -2.8824 -1.3171 -0.302
C -0.0496 -1.8498 -1.1911 -0.882
H -1.0852 -2.0065 -1.4583 0.329
H 0.5640 -3.8562 -1.6745 0.532
S 3.3758 -3.9953 -1.1225 1.435
O 2.6865 -5.1663 -1.5961 -0.687
O 4.1159 -4.0980 0.1000 -0.768
N 4.3912 -3.3230 -2.2731 0.099
C 5.7879 -3.6974 -2.1772 -0.998
C 6.0509 -5.0700 -2.7939 -0.412
C 5.5712 -5.0834 -4.2437 -0.760
C 4.0887 -4.7211 -4.2936 -0.516
C 3.8613 -3.3675 -3.6195 -0.872
H 2.7942 -3.1443 -3.5509 0.345
H 4.3490 -2.5705 -4.1921 0.426
H 3.5105 -5.4740 -3.7567 0.288
H 3.7369 -4.6776 -5.3257 0.398
H 5.7296 -6.0694 -4.6839 0.373
H 6.1468 -4.3570 -4.8243 0.296
H 5.5011 -5.8185 -2.2197 0.284
H 7.1159 -5.3004 -2.7376 0.379
H 6.0373 -3.6928 -1.1159 0.445
H 6.3741 -2.9269 -2.6897 0.404
H 3.6383 -1.3180 -0.2302 0.421
H 2.0169 0.5565 0.0009 0.533
H -1.5309 0.1075 -0.8918 0.223
C -1.7890 2.4408 -0.1261 0.311
C -1.5995 3.9435 -0.2991 -0.936
C -2.6932 4.5689 0.5483 0.467
O -3.0789 5.7086 0.4719 -0.652
N -3.1490 3.6063 1.4093 0.209
C -4.1170 3.7787 2.4070 0.343
C -5.0534 4.8099 2.3227 -0.388
C -6.0170 4.9626 3.3000 -0.644
C -6.0498 4.0766 4.3612 0.337
C -5.1337 3.0480 4.4694 -0.767
C -4.1671 2.9027 3.4917 -0.156
H -3.4466 2.1072 3.5928 0.374
H -5.1769 2.3748 5.3108 0.422
F -6.9965 4.2172 5.3132 -0.328
H -6.7423 5.7582 3.2419 0.425
H -5.0158 5.4987 1.4965 0.414
C -2.4283 2.3549 1.2714 -1.112
H -1.6438 2.2730 2.0352 0.413
H -3.1122 1.5079 1.3670 0.482
H -0.6285 4.2441 0.1049 0.309
H -1.6612 4.2840 -1.3306 0.420
H -2.4790 2.0529 -0.8803 0.428
```